[1]
# C30H39FeN5PSSe2

C30H39FeN5PSSe2 as an isolated structure (the ωB97M-V functional and the def2-TZVPD basis, the OMol25 dataset).

Element x y z (Å)
Se -2.406502 -0.892389 -1.607480
Se 0.600266 -1.849509 -0.104374
Fe -0.530078 0.489566 -0.166826
S -2.077041 2.129935 -0.502197
P -1.041325 -2.537148 -1.343305
N 2.463793 0.300276 1.288038
N 2.649935 1.229648 -2.780895
N -1.599359 -0.087586 1.508779
N 0.126127 1.925631 1.550562
N 0.696575 1.086900 -1.739897
C 1.256265 -3.418026 -4.611004
C 0.346444 -4.053024 -5.441414
C 0.589750 2.029633 -2.774671
C -3.029761 -6.237807 0.493731
C 3.393246 -1.593718 3.995258
C -3.232581 -4.100507 -0.587589
C 5.341820 -0.259823 3.102430
C -1.365878 -3.793669 -3.777322
C 4.546378 -2.322714 1.875476
C -0.628235 3.196937 1.591515
C 1.823400 2.130707 -3.426165
C 0.025145 1.195011 2.834199
C -1.253344 3.539385 0.259484
C -3.820905 -5.237301 -0.048404
C 3.191363 -0.307286 1.938935
C -0.268690 3.616707 -4.329988
C 1.928514 0.640933 -1.808980
C -2.804893 0.711044 1.832770
C 0.858729 -2.965517 -3.359887
C 2.056700 2.977059 -4.502059
C -1.645870 -6.107853 0.499726
C -0.644383 -0.157403 2.627351
C 4.128343 -1.120776 2.733808
C -3.335751 1.548049 0.670216
C -1.054137 -4.978012 -0.038324
C 0.988111 3.731356 -4.939363
C -0.451645 -3.152961 -2.942101
C -1.849103 -3.971392 -0.583910
C -0.965492 -4.241655 -5.023692
C -0.488043 2.770489 -3.261013
H -0.514134 1.800719 3.563641
H 0.657761 -4.404895 -6.416076
H -1.873974 -1.035808 1.267727
H 1.564411 -2.476180 -2.700423
H 3.601635 1.007721 -3.014204
H 3.120531 -0.751203 4.631788
H 3.675935 -2.884820 1.536493
H -1.413208 3.109433 2.339831
H 3.026236 3.033827 -4.978479
H -1.482738 2.666241 -2.856467
H -2.389588 -3.941270 -3.453960
H 5.992902 -0.831691 3.763954
H -1.029089 -6.888430 0.924969
H -1.927556 4.392550 0.336811
H -4.898106 -5.338625 -0.052947
H -3.909745 2.400388 1.036095
H 5.175991 -2.982675 2.472615
H -2.554358 1.365941 2.665808
H 1.100639 2.086796 1.326661
H -3.845513 -3.309273 -1.002002
H 2.336206 -0.117264 -1.165521
H 2.279505 -3.278235 -4.934405
H 2.491076 -2.150077 3.738852
H 5.115835 -2.000681 1.003757
H 1.114869 4.404164 -5.776233
H -1.675293 -4.740272 -5.670064
H -3.999109 0.957479 0.040372
H -0.484492 3.791744 -0.475938
H 5.039485 0.649027 3.622308
H 5.910845 0.017499 2.215585
H -3.489912 -7.121447 0.915959
H 1.015025 1.030385 3.256236
H 0.004675 4.030896 1.910558
H -1.130181 -0.508744 3.543761
H 4.051287 -2.250849 4.563752
H -3.600521 0.055249 2.192889
H 0.024224 -4.871986 -0.029404
H -1.096913 4.192626 -4.720195
H 0.112366 -0.886533 2.345430

Atoms 1-6, force components in eV/Å:
Se 0.28 0.08 -0.04
Se 0.11 0.06 0.22
Fe -0.86 -0.12 -0.23
S -0.07 -0.04 0.15
P 0.05 -0.03 -0.01
N 0.35 0.08 0.18

Output
* ΔE to the lowest compared entry with this formula, charge and spin: 1.235 eV
* net charge: +1
* calculated total energy: -8246.3933 hartree



[2]
# C30H39N3OSV

C30H39N3OSV as an isolated structure at a distorted geometry (the ωB97M-V functional and the def2-TZVPD basis, the OMol25 dataset).

Element x y z (Å)
V 0.415045 -0.059482 1.045864
S -2.244537 0.344188 1.311424
O -2.417563 -1.080503 0.807131
N -0.686047 -2.096403 3.009339
N 0.232207 -2.158630 -0.327792
N 0.012055 -1.044750 -2.180862
C 0.289374 -0.890648 -0.866046
C -1.530691 -2.530038 3.948061
C 0.785897 1.877440 1.680650
C -0.122483 3.045726 1.834250
C -2.238373 -3.737424 3.854600
C -3.729431 1.171073 0.628350
C 1.582404 1.591225 0.518696
C 2.490759 -0.465264 -3.557789
C 1.565244 2.388422 -0.738188
C -0.046696 -3.082098 -1.324673
C -2.342135 0.506779 -2.576190
C -0.419973 -2.906088 1.967273
C -0.986747 1.998836 -4.073022
C -1.069833 0.858549 -3.268645
C 0.655222 0.896866 4.108290
C -1.976745 -4.578192 2.765570
C 0.197692 2.328471 -4.737010
C 0.596772 -2.387832 1.031186
C 1.269030 0.375526 -3.745444
C 3.490668 -0.131039 -0.022824
C 0.055088 0.037610 -3.127356
C 1.145646 0.927292 2.708606
C 0.249831 3.539695 -5.630160
C -0.208634 -2.391672 -2.465874
C 2.144439 0.048730 2.166208
C 2.427392 0.470778 0.827347
C -2.677903 0.441361 3.066067
C 2.840586 -1.037702 2.904529
C -1.020394 -4.177922 1.839784
C 1.320034 1.512400 -4.561840
H -3.554313 1.485160 -0.408392
H 4.454569 -0.175788 0.508908
H 2.265557 1.785793 -5.040270
H -2.645601 1.494222 3.374823
H 3.639485 0.441031 -0.945023
H 1.173123 3.549206 -6.220206
H 1.348964 1.429578 4.778055
H -2.961442 -3.973130 4.627728
H 2.016582 3.386755 -0.617766
H 0.422714 3.927416 2.210130
H 2.489505 -0.990641 -2.600495
H -2.783411 -0.437293 -2.921994
H -0.119532 -4.130212 -1.117765
H -1.686011 -1.877493 4.807196
H 3.394763 -1.676878 2.209790
H 2.603153 -1.218042 -4.350348
H 1.603542 -2.830414 1.149186
H -3.079012 1.296406 -2.746741
H 2.108209 1.869194 -1.533565
H -0.563969 3.316835 0.866078
H -0.934588 2.827279 2.539336
H 3.555417 -0.628035 3.631939
H 0.212933 4.469538 -5.045504
H -2.510945 -5.525164 2.645982
H 0.564840 -0.142349 4.456836
H 0.531243 2.531112 -1.079420
H -4.002376 2.044484 1.230983
H -0.727312 -4.784006 0.972015
H -4.542884 0.431863 0.647684
H 3.386787 0.166804 -3.589418
H -0.448720 -2.730304 -3.449245
H -1.943501 -0.131623 3.636823
H -2.191868 0.405284 -1.497456
H -3.684168 0.018542 3.189735
H 2.121575 -1.657713 3.450132
H -0.327404 1.378561 4.196714
H -1.862360 2.647235 -4.163718
H 3.230847 -1.164157 -0.297671
H -0.601590 3.565636 -6.324559

Atoms 1-6, force components in eV/Å:
V -2.07 -2.52 -2.07
S 1.36 -1.13 -0.81
O -0.43 0.83 0.66
N -0.17 -0.77 0.70
N -0.01 -1.00 -1.98
N 0.10 -0.19 -0.50

Output
* ΔE to the lowest compared entry with this formula, charge and spin: 0.639 eV
* net charge: -1
* calculated total energy: -2748.1210 hartree
* expectation value of S²: 2.189
* 2S+1: 3



[3]
# C30H39N7OPRu

C30H39N7OPRu as an isolated structure at a distorted geometry (the ωB97M-V functional and the def2-TZVPD basis, the OMol25 dataset).

Element x y z (Å)
Ru -1.899288 2.857604 -1.852661
P 1.163730 -3.169969 1.385317
O 0.091005 -2.588437 0.524371
N -0.468118 4.414420 -1.535383
N -0.272257 2.098753 -2.735668
N 1.171797 2.485535 1.566924
N -3.092781 1.139546 -1.877188
N 1.760497 1.643027 -0.689999
N -3.130895 3.507635 -0.287666
N -0.954586 3.771046 1.530859
C 1.404988 2.021127 0.376842
C 2.493256 -1.875878 5.075253
C -2.352050 -0.140595 -2.057769
C 2.624195 -3.114623 0.368250
C 4.837890 -3.024565 -1.270433
C 3.821725 -3.971130 -1.493888
C 0.902956 -4.850331 1.918957
C -3.953031 1.123609 -0.729380
C -1.706000 -0.020316 -3.460681
C 3.436713 -2.045207 0.420718
C -4.258869 2.562504 -0.264600
C -0.534246 0.970163 -3.685572
C 1.366921 -2.344885 2.970516
C 0.095046 3.244037 1.626304
C 1.852168 -6.933607 2.459479
C -1.112975 5.745051 -1.199131
C 0.501340 4.514320 -2.608202
C 0.557214 -7.495317 2.538356
C 4.592881 -1.929178 -0.406267
C -0.359350 -5.346238 2.124373
C 2.286860 -2.694084 3.961548
C 0.570846 -1.215612 3.178573
C -0.528419 -6.668785 2.528310
C 2.032519 -5.610020 2.190039
C 0.657907 3.133535 -3.341264
C 1.800988 -0.707355 5.191965
C 0.889354 -0.353116 4.226948
C -3.498293 4.964900 -0.408523
C -2.664878 5.778570 -1.432479
C 2.785860 -4.118213 -0.609610
H -1.558994 -0.173633 -1.289587
H 2.898761 -3.555047 3.778014
H 3.222275 -2.101077 5.842179
H -1.355520 -0.970709 -3.732612
H -0.301886 -1.014321 2.524075
H 0.355835 0.250901 -3.813810
H -4.884890 0.603535 -1.035446
H 0.347993 1.733797 -1.942225
H -2.966496 5.638101 -2.481346
H -2.974396 -1.008515 -1.846422
H -3.252579 5.401173 0.568150
H -4.740777 2.561511 0.672491
H 0.022613 4.083694 -0.686625
H -3.736475 1.161886 -2.628946
H -0.673330 6.406134 -1.925681
H 2.738610 -7.577499 2.531223
H 5.391867 -1.132875 -0.446781
H -1.571065 -6.953557 2.781695
H 0.344477 0.582311 4.277503
H 0.403014 -8.560086 2.793960
H -0.831399 6.043132 -0.208892
H 1.931987 -0.004875 6.060520
H -2.508057 3.488155 0.528535
H 3.827088 -4.629092 -2.304679
H -3.058415 6.778989 -1.271745
H 0.164253 5.250262 -3.380136
H -5.028772 2.972029 -0.986479
H -1.193495 -4.679097 2.085812
H -2.551179 0.230904 -4.128081
H -3.597649 0.474100 0.059525
H -4.564009 5.215002 -0.594982
H -0.725943 1.390670 -4.703853
H 1.683713 2.783981 -3.262479
H 1.530299 4.784637 -2.251400
H 3.015701 -5.115532 2.141735
H 2.070187 -4.946105 -0.738129
H 3.097786 -1.204844 1.037128
H 0.357082 3.188505 -4.395813
H 5.759147 -3.154430 -1.843965

Atoms 1-6, force components in eV/Å:
Ru -1.52 1.40 -0.75
P -0.17 -0.58 -0.11
O -0.52 0.26 0.25
N 0.89 1.89 1.38
N 4.03 -2.05 -0.98
N -0.53 0.54 0.68

Output
* ΔE to the lowest compared entry with this formula, charge and spin: 1.261 eV
* net charge: +2
* calculated total energy: -2060.5656 hartree
* expectation value of S²: 8.771
* 2S+1: 6